Computed, not measured: a structure of composition C4H3I3, with ωB97M-V with the def2-TZVPD basis set.

```
10
Properties=species:S:1:pos:R:3:forces:R:3
C -0.866795 0.213735 0.113289 -0.4982 0.2111 -0.9631
C 0.312495 0.429505 0.091650 5.3662 -0.8459 1.2640
C -2.251038 0.083841 -0.313613 0.0555 -2.4546 0.3919
C 2.297211 0.032381 0.288325 -4.5859 0.5583 0.3017
I 2.167850 -2.107406 0.486189 0.2978 0.4352 -0.4788
I 3.013522 0.785519 2.188314 -0.2754 0.1014 -0.9437
I 3.000148 0.911225 -1.499334 0.2632 -0.3038 0.3890
H -2.422196 -0.989994 -0.568106 0.2734 0.1822 0.6496
H -2.338302 0.412068 -1.357872 -0.7337 1.3000 0.8021
H -2.912896 0.229126 0.571158 -0.1628 0.8161 -1.4127
```
Positions in Å, forces in eV/Å.

Calculated values
Frontier orbital gap: 7.934 eV
ΔE to the lowest compared entry with this formula, charge and spin: 72.4 kcal per mole

Mulliken charges in e: atom 1 (C): 0.180, atom 2 (C): -0.149, atom 3 (C): -1.027, atom 4 (C): -0.502, atom 5 (I): 0.198, atom 6 (I): 0.212, atom 7 (I): 0.215, atom 8 (H): 0.280, atom 9 (H): 0.310, atom 10 (H): 0.283



Computed, not measured: a cluster of 2 separate species, C4H7N3O2 in total, with ωB97M-V with the def2-TZVPD basis set.

```
16
Properties=species:S:1:pos:R:3:forces:R:3
C -2.343473 -0.070962 0.355328 0.5333 1.1007 0.9396
C 0.197138 1.732788 0.223891 -1.2458 -0.1275 0.1886
C -1.265940 -0.773796 -0.229345 -0.1461 0.8750 0.9344
C -3.334462 0.255101 1.125757 -0.2689 -2.0497 0.0128
N 0.753774 0.580742 0.532299 -0.8194 -1.5706 -0.2655
N 0.031962 -0.653942 0.235498 2.6838 -0.3491 0.6110
N 3.477844 -0.196476 -0.908983 -0.7878 0.3392 1.3187
O -0.999853 1.812378 0.032941 0.5730 1.0471 -0.3469
O -1.446804 -1.566527 -1.101704 -0.6827 -2.0882 -2.1824
H -3.883811 1.163286 1.152114 0.0303 0.9807 -0.1224
H -3.816862 -0.561524 1.714350 0.4106 0.4993 -0.3011
H 1.729842 0.391768 0.637691 0.5057 0.4231 0.1286
H 0.689701 -1.341661 -0.237920 -1.5473 1.2927 0.5395
H 2.539949 -0.546260 -0.956682 0.0404 -0.6255 -0.3928
H 4.183890 -0.860674 -1.129239 0.2405 -0.3573 -0.4144
H 3.487107 0.635756 -1.446002 0.4804 0.6102 -0.6476
```
Positions in Å, forces in eV/Å.

Calculated values
Frontier orbital gap (alpha / beta): 7.566 / 8.448 eV
ΔE to the lowest compared entry with this formula, charge and spin: 147.8 kcal per mole

Mulliken charges in e: atom 1 (C): 0.330, atom 2 (C): 0.119, atom 3 (C): 0.423, atom 4 (C): -0.700, atom 5 (N): -0.033, atom 6 (N): -0.251, atom 7 (N): -0.598, atom 8 (O): -0.389, atom 9 (O): -0.562, atom 10 (H): 0.304, atom 11 (H): 0.220, atom 12 (H): 0.296, atom 13 (H): 0.246, atom 14 (H): 0.168, atom 15 (H): 0.212, atom 16 (H): 0.214



Computed, not measured: a cluster of 2 separate species, C6H9N2O2 in total, with ωB97M-V with the def2-TZVPD basis set.

```
19
Properties=species:S:1:pos:R:3:forces:R:3
C -2.725190 -1.334086 2.761299 -2.1165 1.1684 0.5530
C -2.003069 -0.574051 1.725592 0.4669 -2.1022 -2.8195
O -0.948897 -0.010153 1.961590 1.4543 1.6267 1.3148
O -2.398280 -0.809592 0.526815 -0.6284 0.5039 0.6042
H -2.468438 -2.345322 2.858609 0.8397 -1.3757 -0.0792
H -3.754068 -1.315769 2.452807 -0.7414 -0.2798 -0.2017
H -2.745684 -0.867398 3.715640 0.5163 0.4284 1.0508
C 3.229789 1.162374 -1.556698 2.5029 0.1580 0.0837
C 0.998258 0.629156 -0.323461 -0.3122 -1.7294 -4.6647
C 1.846280 0.730035 -1.492030 -3.5852 -0.1699 2.9940
C -0.141264 0.105600 -2.198217 2.1261 0.0062 2.6127
N -0.229170 0.087649 -0.810515 4.1343 2.5780 -1.7026
N 1.108145 0.458181 -2.595721 -1.5861 -0.6468 -0.4486
H 1.190611 0.769715 0.690271 0.0521 0.0528 1.3864
H -0.969253 -0.115475 -0.169747 -1.6939 -0.5739 0.3821
H 3.611275 0.882210 -2.555225 -0.2775 1.0969 -0.0349
H 3.980068 0.559966 -0.976773 -1.0227 0.3755 0.3019
H -0.954856 -0.251101 -2.787950 -0.1496 -0.0125 -0.4652
H 3.373747 2.238052 -1.226281 0.0209 -1.1047 -0.8670
```
Positions in Å, forces in eV/Å.

Calculated values
Frontier orbital gap: 8.251 eV
Total charge: -1
ΔE to the lowest compared entry with this formula, charge and spin: 25.1 kcal per mole

Mulliken charges in e: atom 1 (C): -1.131, atom 2 (C): 0.765, atom 3 (O): -0.716, atom 4 (O): -0.875, atom 5 (H): 0.233, atom 6 (H): 0.322, atom 7 (H): 0.332, atom 8 (C): -1.015, atom 9 (C): -0.526, atom 10 (C): 0.505, atom 11 (C): -0.279, atom 12 (N): 0.098, atom 13 (N): -0.728, atom 14 (H): 0.447, atom 15 (H): 0.361, atom 16 (H): 0.310, atom 17 (H): 0.262, atom 18 (H): 0.437, atom 19 (H): 0.201



Computed, not measured: a cluster of 2 separate species, C4H12N3O in total, with ωB97M-V with the def2-TZVPD basis set.

```
20
Properties=species:S:1:pos:R:3:forces:R:3
C -2.868192 -0.287404 -0.031167 -0.9302 0.9604 0.3375
C -3.940628 0.696537 0.300994 0.5531 -1.5582 -0.2355
C 4.245190 0.382729 0.320754 -0.0781 -1.8363 -1.1487
C -0.470425 -0.428633 -0.023993 1.1268 -0.4621 -1.8541
N -2.950021 -1.312612 -0.699845 -1.4735 -2.4480 -1.7623
N 3.187139 -0.336158 -0.407111 -1.8065 1.6707 0.9137
N -1.602441 0.079777 0.349952 0.8178 4.4668 3.5872
O 0.653372 0.048642 0.058275 0.4969 1.0853 1.1484
H -4.881747 0.240803 0.222631 -1.3090 -0.8365 -0.3304
H -3.901784 1.027543 1.286389 0.4413 0.9674 1.6984
H -3.912123 1.460087 -0.406216 0.1467 1.6820 -0.9772
H 4.014576 1.317909 0.571833 -1.7052 3.5276 1.3821
H 4.646098 -0.143683 1.106303 0.3989 -1.3313 2.0003
H 5.022440 0.527593 -0.318449 2.3687 0.1833 -2.0308
H -0.594907 -1.274471 -0.617390 -0.3641 -1.9979 -0.8651
H -3.923861 -1.466407 -1.002455 0.6385 -0.1514 0.1833
H 2.205003 0.296018 -0.402263 1.9750 -2.6252 -0.2138
H 3.023183 -1.214456 0.078172 -0.6678 0.0616 -0.0615
H -1.511196 0.969212 0.919020 -0.2269 -1.4061 -0.9578
H 3.560327 -0.583030 -1.305438 -0.4025 0.0479 -0.8138
```
Positions in Å, forces in eV/Å.

Calculated values
Frontier orbital gap: 10.405 eV
Total charge: +1
ΔE to the lowest compared entry with this formula, charge and spin: 43.0 kcal per mole

Mulliken charges in e: atom 1 (C): 0.825, atom 2 (C): -1.393, atom 3 (C): -1.017, atom 4 (C): -0.132, atom 5 (N): -0.650, atom 6 (N): -0.324, atom 7 (N): -0.103, atom 8 (O): -0.720, atom 9 (H): 0.422, atom 10 (H): 0.399, atom 11 (H): 0.352, atom 12 (H): 0.372, atom 13 (H): 0.368, atom 14 (H): 0.428, atom 15 (H): 0.441, atom 16 (H): 0.255, atom 17 (H): 0.509, atom 18 (H): 0.347, atom 19 (H): 0.272, atom 20 (H): 0.349



Computed, not measured: a structure of composition C25H34F7N5O4S2Ti, with ωB97M-V with the def2-TZVPD basis set.

```
78
Properties=species:S:1:pos:R:3:forces:R:3
Ti -0.613281 -0.118196 -0.773280 1.2715 -1.6054 0.5642
F -4.820660 3.185481 0.042101 0.1200 -0.5649 0.0166
C -4.125458 2.575047 -0.903532 0.1171 0.5721 -0.3205
F -4.838936 2.548371 -2.022201 -0.0072 -0.1719 0.1835
F -3.012110 3.271572 -1.131192 -0.0963 -0.1369 0.0804
S -3.620810 0.804306 -0.448122 -1.4711 0.7369 -0.1871
O -2.184271 0.946522 -0.222261 0.0028 0.5838 0.7408
O -4.386966 0.374535 0.658240 -0.2479 -0.1189 -0.0309
N -3.856236 -0.012462 -1.779499 -0.1330 -0.1191 0.1012
S -2.572649 -0.096036 -2.663958 -1.2391 0.4080 -2.1844
O -1.827805 1.125807 -2.789314 0.0321 0.5471 -0.5904
O -1.699954 -1.193794 -2.301364 -0.0309 -1.0006 0.0661
C -3.149239 -0.538619 -4.389205 0.0012 -0.1948 -0.4567
F -3.908402 0.393846 -4.929849 0.0353 0.1056 0.4511
F -2.026013 -0.645038 -5.106243 0.0384 0.0996 0.2494
F -3.774779 -1.700916 -4.429773 -0.0562 0.0497 0.4048
C 1.087888 1.888485 -1.914900 0.4046 0.0505 0.2937
C 2.152200 1.970110 -0.812504 -0.1426 -0.3374 0.0374
C 2.932966 0.665766 -0.644408 -0.0121 0.1394 0.2240
C 1.512245 2.470358 0.467274 0.1295 -0.0125 -0.0403
C 1.885307 3.746499 0.869560 -0.0865 -0.0467 0.0486
C 1.327132 4.342194 1.980529 -0.1053 -0.0403 -0.0180
C 0.305766 3.689874 2.640757 0.1553 -0.0837 -0.0884
C -0.148629 2.437321 2.237440 0.0633 -0.1536 -0.2166
C -1.466451 1.958104 2.815516 -0.2002 0.0264 0.0605
C -2.538123 2.995432 2.448590 0.0525 -0.2695 -0.0797
C -1.448399 1.746863 4.329217 0.0369 -0.1145 -0.2188
C 0.523060 1.763527 1.188463 0.4713 0.9211 0.3467
N 0.182771 0.431538 0.835626 0.0586 0.6649 0.4176
C -0.080668 -0.456084 1.857565 -0.2265 -0.9720 0.8810
C 0.583351 -0.473784 3.098776 -0.2141 -0.1660 -0.5181
C 0.238382 -1.391151 4.075606 0.0076 -0.1795 -0.0179
C -0.777432 -2.316862 3.873529 0.0153 0.1141 -0.1413
C -1.426632 -2.362404 2.645641 0.0343 0.1050 -0.4231
C -1.034599 -1.472889 1.674170 0.3755 0.2691 0.6548
F -1.607116 -1.566951 0.377793 0.1675 -0.0593 0.7402
H 1.512896 1.459282 -2.826896 -0.3364 -0.1362 0.0335
H 0.708710 2.887841 -2.141933 -0.2760 -0.2561 0.0329
H 0.201925 1.294285 -1.572328 0.8829 1.3455 -0.9516
H 2.874819 2.734757 -1.125221 -0.2382 -0.1009 -0.0494
H 2.322768 -0.077463 -0.131821 0.3035 0.0936 -0.0897
H 3.832157 0.856643 -0.062661 0.0595 -0.0456 0.0755
H 3.233068 0.278308 -1.617754 0.0723 -0.1031 -0.0653
H 2.620611 4.286456 0.290765 0.1173 -0.0090 -0.0413
H 1.637182 5.329352 2.283140 0.0597 0.0928 0.0963
H -0.171272 4.193235 3.465714 -0.1900 0.0049 0.1236
H -1.758430 1.020171 2.334369 0.0503 0.1892 0.1386
H -3.530534 2.584090 2.615280 -0.1464 -0.0049 0.0760
H -2.446324 3.275175 1.401753 -0.0265 0.0944 -0.0815
H -2.430458 3.895697 3.046707 -0.0202 0.1287 0.0553
H -2.441452 1.475156 4.673925 -0.1711 -0.0180 0.0767
H -1.147994 2.651235 4.848259 0.0378 0.1746 0.0876
H -0.769840 0.948150 4.607486 0.0518 0.0206 0.1202
H 1.370270 0.247539 3.265891 -0.0100 0.0960 0.0479
H 0.764672 -1.383041 5.019351 0.0305 0.0406 0.0490
H -1.064637 -3.002016 4.653994 -0.0181 -0.0656 0.0763
H -2.216769 -3.065809 2.433142 -0.0492 -0.1154 -0.0010
C 1.764584 -2.878382 0.819775 -0.1026 0.3741 0.2395
N 1.982071 -3.233701 -0.559736 -0.2632 0.2807 -0.3636
C 2.375830 -4.618476 -0.728385 0.0967 -0.3280 -0.0812
C 1.602778 -2.450534 -1.588773 0.6673 -0.2545 -0.1121
N 0.808652 -1.404519 -1.449027 -0.1030 -0.3781 -0.5345
N 2.146289 -2.778495 -2.806476 -0.3453 0.1723 0.2335
C 3.572217 -3.037709 -2.914752 0.1661 -0.0827 -0.0119
C 1.546232 -2.311042 -4.039286 -0.1958 0.0318 -0.0707
H 2.607342 -3.241142 1.412289 -0.0522 0.0847 -0.0293
H 0.847328 -3.327775 1.208057 0.0377 -0.0317 0.0152
H 1.692924 -1.798872 0.918476 0.1072 -0.1224 0.0309
H 1.712752 -5.240888 -0.125965 -0.0039 -0.0283 0.0296
H 3.398101 -4.768100 -0.373301 -0.0255 -0.0419 -0.0594
H 2.296947 -4.941410 -1.761510 -0.0028 0.0700 0.0210
H 0.754953 -0.933905 -2.358302 0.3546 -0.2231 -0.1568
H 4.022346 -3.088501 -1.928763 0.0682 -0.0194 -0.0367
H 4.047487 -2.224080 -3.469367 0.0142 -0.0114 0.0092
H 3.749945 -3.971118 -3.448181 0.0922 -0.0330 0.0064
H 1.875009 -1.299490 -4.314072 -0.0159 -0.0206 0.0292
H 0.457691 -2.339966 -3.968979 0.0604 0.0152 -0.0301
H 1.851701 -2.987312 -4.839675 -0.0596 0.0743 0.0318
```
Positions in Å, forces in eV/Å.

Calculated values
Frontier orbital gap (alpha / beta): 7.335 / 7.759 eV
Total charge: +1
2S+1: 2
ΔE to the lowest compared entry with this formula, charge and spin: 6.9 kcal per mole

Mulliken charges in e: atom 1 (Ti): -1.504, atom 2 (F): -0.207, atom 3 (C): 0.774, atom 4 (F): -0.228, atom 5 (F): -0.187, atom 6 (S): 1.134, atom 7 (O): -0.303, atom 8 (O): -0.638, atom 9 (N): -0.626, atom 10 (S): 1.018, atom 11 (O): -0.648, atom 12 (O): -0.803, atom 13 (C): 0.547, atom 14 (F): -0.171, atom 15 (F): -0.199, atom 16 (F): -0.195, atom 17 (C): 0.284, atom 18 (C): 0.108, atom 19 (C): -2.203, atom 20 (C): 0.982, atom 21 (C): -1.042, atom 22 (C): -1.492, atom 23 (C): -0.550, atom 24 (C): 0.315, atom 25 (C): 1.448, atom 26 (C): -1.647, atom 27 (C): -1.670, atom 28 (C): -0.432, atom 29 (N): 2.601, atom 30 (C): -0.510, atom 31 (C): -0.928, atom 32 (C): -0.680, atom 33 (C): -0.812, atom 34 (C): -0.675, atom 35 (C): 1.109, atom 36 (F): -0.189, atom 37 (H): 0.475, atom 38 (H): 0.473, atom 39 (H): -0.364, atom 40 (H): 0.856, atom 41 (H): 0.705, atom 42 (H): 0.509, atom 43 (H): 0.370, atom 44 (H): 0.445, atom 45 (H): 0.412, atom 46 (H): 0.426, atom 47 (H): -0.144, atom 48 (H): 0.416, atom 49 (H): 0.182, atom 50 (H): 0.513, atom 51 (H): 0.489, atom 52 (H): 0.316, atom 53 (H): 0.300, atom 54 (H): 0.458, atom 55 (H): 0.508, atom 56 (H): 0.464, atom 57 (H): 0.536, atom 58 (C): -0.464, atom 59 (N): 0.152, atom 60 (C): -1.248, atom 61 (C): 0.544, atom 62 (N): 0.352, atom 63 (N): 0.044, atom 64 (C): -1.295, atom 65 (C): -1.146, atom 66 (H): 0.511, atom 67 (H): 0.331, atom 68 (H): -0.217, atom 69 (H): 0.409, atom 70 (H): 0.361, atom 71 (H): 0.396, atom 72 (H): -0.126, atom 73 (H): 0.427, atom 74 (H): 0.386, atom 75 (H): 0.375, atom 76 (H): 0.331, atom 77 (H): 0.418, atom 78 (H): 0.331